Entry 1:
{"formula": "C7H7N3O2S", "method": "ωB97M-V/def2-TZVPD", "symbols": ["C", "C", "C", "C", "C", "C", "C", "N", "N", "N", "O", "O", "S", "H", "H", "H", "H", "H", "H", "H"], "xyz": [[-0.464, -0.501, 2.036], [-0.018, 0.741, 2.372], [0.718, 2.139, -1.447], [0.011, 2.570, 0.778], [-0.277, -0.538, 0.610], [0.297, 0.485, 0.000], [0.526, -2.521, -1.116], [0.347, 1.401, 1.097], [0.717, 0.863, -1.184], [0.048, 2.962, -0.583], [-1.485, -2.604, 0.692], [-1.861, -1.651, -1.575], [-0.953, -1.856, -0.434], [-0.753, -1.335, 2.678], [0.227, 1.380, 3.248], [1.110, 2.430, -2.414], [1.213, -2.556, -0.224], [0.417, -3.320, -1.787], [0.810, -1.758, -1.886], [-0.631, 3.673, -0.858]], "largest_force_ha_per_bohr": 0.120, "orbital_gap_ev": 8.248, "total_energy_ev": -26768.0500, "e_above_lowest_kcal_mol": 88.2}

---

Entry 2:
{"formula": "C46H42F6N3O", "method": "ωB97M-V/def2-TZVPD", "symbols": ["F", "C", "F", "F", "C", "N", "C", "C", "C", "C", "C", "C", "C", "C", "C", "C", "C", "C", "C", "C", "C", "N", "C", "C", "F", "F", "F", "C", "C", "C", "C", "C", "C", "C", "C", "C", "C", "H", "H", "H", "H", "H", "H", "H", "H", "H", "H", "H", "H", "H", "H", "H", "H", "H", "H", "H", "H", "H", "H", "H", "O", "C", "C", "C", "C", "C", "C", "C", "C", "C", "C", "C", "C", "C", "C", "C", "C", "C", "N", "H", "H", "H", "H", "H", "H", "H", "H", "H", "H", "H", "H", "H", "H", "H", "H", "H", "H", "H"], "xyz": [[-2.244, -7.835, -2.149], [-1.170, -7.271, -1.530], [-1.564, -6.881, -0.273], [-0.232, -8.265, -1.347], [-0.555, -6.121, -2.271], [0.486, -5.509, -1.428], [1.756, -6.117, -1.502], [2.255, -6.512, -2.759], [3.381, -7.324, -2.847], [4.063, -7.710, -1.686], [3.619, -7.255, -0.439], [2.467, -6.477, -0.338], [0.229, -4.355, -0.716], [1.239, -3.722, 0.050], [1.013, -2.505, 0.669], [-0.141, -1.744, 0.343], [-0.211, -0.322, 0.552], [-0.828, 0.489, -0.477], [-1.649, 1.626, -0.265], [-2.188, 2.332, -1.329], [-1.909, 1.970, -2.677], [-2.502, 2.602, -3.752], [-3.493, 3.668, -3.542], [-4.870, 3.149, -3.845], [-5.866, 4.016, -3.506], [-4.992, 2.874, -5.188], [-5.088, 1.964, -3.179], [-2.188, 2.319, -5.103], [-2.270, 1.004, -5.608], [-1.968, 0.731, -6.941], [-1.592, 1.764, -7.805], [-1.588, 3.083, -7.335], [-1.908, 3.364, -6.007], [-0.989, 0.916, -2.891], [-0.547, 0.151, -1.832], [-1.202, -2.428, -0.327], [-1.048, -3.728, -0.777], [-0.102, -6.551, -3.166], [-1.329, -5.403, -2.539], [1.740, -6.170, -3.658], [3.718, -7.645, -3.833], [4.934, -8.366, -1.763], [4.173, -7.515, 0.464], [2.101, -6.150, 0.637], [2.233, -4.166, 0.114], [1.783, -2.051, 1.296], [0.511, 0.127, 1.224], [-1.876, 1.927, 0.762], [-2.819, 3.191, -1.097], [-3.483, 4.011, -2.511], [-3.299, 4.492, -4.232], [-2.586, 0.203, -4.937], [-2.019, -0.295, -7.308], [-1.313, 1.549, -8.840], [-1.328, 3.903, -8.006], [-1.925, 4.395, -5.650], [-0.639, 0.677, -3.891], [0.072, -0.721, -2.034], [-2.135, -1.897, -0.524], [-1.899, -4.223, -1.242], [2.578, 1.602, 3.506], [1.481, 2.446, 3.830], [2.025, 3.320, 4.987], [3.371, 3.676, 4.947], [3.925, 4.471, 5.959], [3.123, 4.936, 7.009], [1.767, 4.603, 7.032], [1.218, 3.784, 6.036], [1.101, 3.310, 2.615], [1.414, 2.889, 1.328], [0.967, 3.629, 0.230], [0.301, 4.840, 0.428], [0.052, 5.296, 1.725], [0.444, 4.525, 2.821], [0.257, 1.577, 4.172], [0.519, 0.683, 5.385], [-0.292, -0.588, 5.146], [-0.703, -0.569, 3.670], [-0.137, 0.661, 3.082], [2.261, 0.803, 3.039], [4.006, 3.335, 4.129], [4.983, 4.730, 5.926], [3.544, 5.563, 7.800], [1.115, 4.972, 7.828], [0.158, 3.519, 6.054], [2.003, 1.984, 1.174], [1.136, 3.239, -0.773], [-0.024, 5.430, -0.431], [-0.459, 6.245, 1.894], [0.234, 4.852, 3.841], [-0.578, 2.270, 4.381], [1.597, 0.452, 5.431], [0.262, 1.232, 6.295], [0.268, -1.490, 5.399], [-1.193, -0.554, 5.752], [-0.319, -1.431, 3.125], [-1.802, -0.609, 3.549], [-0.823, 1.106, 2.472]], "largest_force_ha_per_bohr": 0.060, "orbital_gap_ev": 5.765, "total_energy_ev": -71200.0849, "charge": 1}

---

Entry 3:
{"formula": "C3H5ClNO", "method": "ωB97M-V/def2-TZVPD", "symbols": ["C", "C", "C", "N", "O", "Cl", "H", "H", "H", "H", "H"], "xyz": [[-3.832, -0.379, 0.767], [0.879, 0.095, 0.419], [0.371, 1.397, -0.203], [-0.363, -0.399, -0.118], [-0.853, 0.740, -0.504], [-5.398, -0.664, 0.436], [-3.058, -1.193, 1.011], [1.671, -0.442, 0.099], [0.898, -0.040, 1.437], [0.298, 2.212, 0.391], [0.832, 1.758, -1.090]], "largest_force_ha_per_bohr": 0.094, "orbital_gap_ev": [4.198, 3.505], "total_energy_ev": -19235.3329, "e_above_lowest_kcal_mol": 178.7, "charge": 1}

---

Entry 4:
{"formula": "C7H8", "method": "ωB97M-V/def2-TZVPD", "symbols": ["C", "C", "C", "C", "C", "C", "C", "H", "H", "H", "H", "H", "H", "H", "H"], "xyz": [[3.004, 0.685, -0.584], [1.870, 1.030, -0.369], [0.497, 1.498, -0.117], [-0.235, 0.696, 0.937], [-1.457, 0.248, 0.763], [-2.166, -0.742, 0.275], [-1.030, -1.724, -0.265], [4.014, 0.394, -0.780], [-0.069, 1.477, -1.057], [0.542, 2.542, 0.207], [0.323, 0.407, 1.827], [-3.258, -0.812, 0.266], [-0.513, -1.105, -0.994], [-1.098, -2.710, -0.732], [-0.424, -1.885, 0.621]], "largest_force_ha_per_bohr": 0.024, "orbital_gap_ev": 10.374, "total_energy_ev": -7383.8419, "e_above_lowest_kcal_mol": 113.1, "smiles": "C#CCC=C=CC"}

---

Entry 5:
{"formula": "CH2N4O3", "method": "ωB97M-V/def2-TZVPD", "symbols": ["N", "C", "N", "N", "O", "N", "O", "O", "H", "H"], "xyz": [[2.931, 0.043, 1.026], [1.877, -0.266, 0.716], [0.650, -0.637, 0.599], [-0.313, 0.306, 0.213], [-1.348, 0.470, 1.048], [-0.650, 0.329, -1.102], [0.223, 0.039, -1.881], [-1.799, 0.692, -1.323], [0.576, -1.517, 0.258], [-2.146, 0.542, 0.446]], "largest_force_ha_per_bohr": 0.079, "orbital_gap_ev": 10.610, "total_energy_ev": -13165.0484, "e_above_lowest_kcal_mol": 46.8, "smiles": "N#CNN(O)[N+](=O)[O-]"}

---

Entry 6:
{"formula": "C4H11NO3", "method": "ωB97M-V/def2-TZVPD", "symbols": ["O", "C", "C", "C", "N", "C", "O", "H", "H", "H", "H", "H", "H", "H", "H", "H", "O", "H", "H"], "xyz": [[-1.485, 1.946, -0.826], [-0.311, 1.830, -1.083], [0.303, 0.745, -2.072], [0.499, -0.545, -1.317], [-0.459, -0.684, -0.304], [0.054, -1.243, 0.952], [0.380, -2.579, 0.677], [0.339, 2.553, -0.512], [1.166, 1.203, -2.562], [-0.399, 0.708, -2.970], [1.458, -0.435, -0.803], [0.599, -1.353, -2.032], [-1.415, -1.169, -0.507], [-0.857, -0.996, 1.597], [1.024, -0.800, 1.352], [0.323, -3.180, 1.503], [-0.140, 1.598, 2.992], [-0.098, 0.629, 3.251], [-0.980, 1.773, 2.663]], "largest_force_ha_per_bohr": 0.073, "orbital_gap_ev": 9.517, "total_energy_ev": -11956.8701, "e_above_lowest_kcal_mol": 74.7, "smiles": "O=CCCNCO.O"}